{"formula": "C27H59N5O8", "method": "ωB97M-V with the def2-TZVPD basis set", "symbols": ["C", "O", "N", "C", "C", "H", "H", "H", "H", "H", "H", "H", "C", "O", "N", "C", "C", "H", "H", "H", "H", "H", "H", "H", "C", "O", "N", "C", "C", "H", "H", "H", "H", "H", "H", "H", "C", "O", "N", "C", "C", "H", "H", "H", "H", "H", "H", "H", "C", "O", "N", "C", "C", "H", "H", "H", "H", "H", "H", "H", "C", "C", "C", "O", "C", "H", "H", "H", "H", "H", "H", "H", "H", "C", "C", "C", "O", "C", "H", "H", "H", "H", "H", "H", "H", "H", "C", "C", "C", "O", "C", "H", "H", "H", "H", "H", "H", "H", "H"], "xyz": [[-1.06137, 2.26802, -5.90249], [-2.02295, 1.57262, -5.98521], [-0.24403, 2.44299, -4.86273], [1.02445, 3.06070, -4.96218], [-0.52856, 1.71603, -3.60765], [-0.68460, 2.84222, -6.76304], [1.12769, 3.79562, -5.76051], [1.72324, 2.27891, -5.25984], [1.36445, 3.51978, -4.03388], [-0.06034, 0.73189, -3.58931], [-0.23148, 2.29499, -2.73321], [-1.57785, 1.50210, -3.40435], [-4.21406, 0.59769, -3.57727], [-5.27160, 1.03362, -3.13564], [-3.62113, -0.55334, -3.15034], [-4.07246, -1.39865, -2.02651], [-2.41848, -1.04234, -3.82420], [-3.71803, 1.04671, -4.45165], [-4.87695, -0.90740, -1.47920], [-3.26765, -1.58094, -1.31437], [-4.57521, -2.27731, -2.43064], [-2.18759, -0.55499, -4.77145], [-1.52688, -0.91769, -3.20970], [-2.56923, -2.09171, -4.07757], [4.32836, 2.06436, 5.54260], [4.29883, 2.92433, 6.40568], [3.72483, 2.10453, 4.35226], [3.72040, 0.86846, 3.54768], [3.00298, 3.21296, 3.84738], [4.86106, 1.11229, 5.69092], [4.22820, -0.01096, 3.94374], [4.11747, 1.08444, 2.55582], [2.73257, 0.51517, 3.25191], [3.26375, 3.40672, 2.80693], [1.92182, 3.09014, 3.78336], [3.09181, 4.20589, 4.28816], [-1.06137, -4.23715, 0.19190], [-1.46850, -3.89164, 1.29003], [0.19969, -4.13428, -0.28654], [0.48480, -4.58533, -1.63049], [1.38336, -3.83227, 0.51869], [-1.80767, -4.64972, -0.50454], [-0.33749, -4.68056, -2.33963], [0.82122, -5.61566, -1.51503], [1.37007, -4.09238, -2.03224], [1.73912, -2.80306, 0.47111], [1.12917, -3.90311, 1.57626], [2.20951, -4.47013, 0.20453], [5.40050, 3.03478, -3.11314], [6.60230, 2.76068, -3.15059], [4.51552, 2.37104, -2.32599], [3.06917, 2.54360, -2.37590], [4.90963, 1.28118, -1.44537], [4.98588, 3.82611, -3.75664], [2.52662, 1.81036, -2.97265], [2.89393, 3.57510, -2.68152], [2.65632, 2.49185, -1.36845], [4.46447, 0.30100, -1.61620], [5.99376, 1.16857, -1.43782], [4.67129, 1.60063, -0.43086], [-4.71278, 0.49846, 2.57973], [-5.25105, -0.12178, 1.28282], [-5.36755, 1.08810, 0.30350], [-5.82746, 2.18025, 1.14506], [-5.60092, 1.72214, 2.51703], [-3.64364, 0.70305, 2.52342], [-4.83132, -0.18350, 3.42174], [-6.20268, -0.65282, 1.30505], [-4.48361, -0.80037, 0.91047], [-6.04616, 0.88469, -0.52489], [-4.37955, 1.21697, -0.13848], [-6.58999, 1.52637, 2.93117], [-5.31708, 2.61023, 3.08168], [-1.33869, 0.33426, 0.04365], [-0.16591, -0.55139, -0.40553], [1.05439, 0.07956, 0.27080], [0.71466, 1.47431, 0.29025], [-0.69732, 1.69873, 0.36519], [-1.73510, -0.18439, 0.91655], [-2.15443, 0.47969, -0.66454], [-0.02779, -0.54981, -1.48674], [-0.27136, -1.59750, -0.11807], [1.99524, -0.08921, -0.25305], [1.15284, -0.16093, 1.32937], [-0.95380, 2.48171, -0.34842], [-0.92650, 2.00136, 1.38696], [1.34350, -3.76402, 4.39121], [0.16417, -2.87104, 4.38801], [0.52072, -1.85966, 3.27375], [1.90472, -2.04438, 2.94330], [2.43734, -2.85568, 4.00217], [1.16298, -4.51781, 3.62486], [1.50116, -4.13473, 5.40404], [0.00631, -2.49048, 5.39714], [-0.81668, -3.32127, 4.23524], [0.39115, -0.84259, 3.64375], [-0.22956, -1.83045, 2.48360], [2.63179, -2.18365, 4.83804], [3.43719, -3.19989, 3.73779]], "total_energy_ha": -1939.72781, "total_charge": -1, "s_squared": 0.750, "multiplicity": 2, "homo_energy_ev": [0.3, -7.2], "orbital_gap_ev": [1.99, 9.33]}